1.
99
Properties=species:S:1:pos:R:3:forces:R:3:mulliken_spin:R:1 method="wB97M-V/def2-TZVPD" charge=+1 relative_energy_kj_mol=47.3 e_tot_ev=-131675.642 spin_multiplicity=2 gap_ev="6.296 / 5.152"
Ti -0.657639 -0.890301 -0.537933 -1.0 0.6 -0.1 0.006
C 0.480685 -3.683440 -3.589745 0.0 0.0 0.0 0.000
C -0.112554 -3.379497 -2.379712 -0.1 0.0 0.0 0.002
N -0.473189 -2.089638 -2.339404 0.4 0.1 0.0 -0.002
N -0.084088 -1.546290 -3.525625 -0.1 -0.1 0.0 0.000
C 0.494022 -2.481882 -4.282763 0.0 0.0 0.0 0.000
B -0.325945 -0.028237 -3.701305 0.0 0.0 0.0 0.001
N -1.781226 0.241250 -3.221864 0.0 0.2 0.0 0.000
C -2.867744 0.654734 -3.893062 0.0 0.0 0.0 0.000
C -3.873502 0.911753 -2.981873 0.0 0.0 0.0 0.000
C -3.305565 0.615313 -1.745251 0.0 0.0 0.0 0.000
N -2.048815 0.207367 -1.899144 0.1 -0.3 -0.1 0.002
N 0.618293 0.728420 -2.714942 -0.1 0.1 0.0 -0.001
C 1.531435 1.669471 -2.976919 0.0 0.0 0.0 0.000
C 2.036793 2.150445 -1.779935 0.0 0.0 0.0 0.000
C 1.368517 1.432782 -0.799981 0.1 0.0 0.1 0.001
N 0.516396 0.577857 -1.375266 0.1 -0.3 -0.1 0.001
N -0.119857 0.504015 -5.093083 0.1 0.0 0.0 0.000
C -0.436372 1.753394 -5.538666 0.0 0.0 0.0 0.000
C 0.186081 1.943711 -6.741357 0.0 0.0 0.0 0.000
C 0.897126 0.745370 -6.955824 0.0 0.0 0.0 0.000
N 0.724765 -0.104660 -5.964552 0.0 0.0 0.0 0.000
H 0.857244 -4.633036 -3.924995 0.0 0.0 0.0 0.000
H -0.308412 -4.018297 -1.531230 0.0 0.0 0.0 -0.002
H 0.869000 -2.221069 -5.256341 0.0 0.0 0.0 0.000
H -2.855225 0.736286 -4.966328 0.0 0.0 0.0 0.000
H -4.868922 1.263937 -3.185222 0.0 0.0 0.0 0.000
H -3.745004 0.670243 -0.762857 0.0 0.0 0.0 0.000
H 1.763560 1.938554 -3.994283 0.0 0.0 0.0 0.000
H 2.791112 2.904721 -1.644194 0.0 0.0 0.0 0.000
H 1.477853 1.452064 0.272898 0.0 0.0 0.0 0.000
H -1.072522 2.410934 -4.969134 0.0 0.0 0.0 0.000
H 0.138884 2.812575 -7.373772 0.0 0.0 0.0 0.000
H 1.521398 0.472711 -7.791535 0.0 0.0 0.0 0.000
C 5.243225 5.626233 1.163427 0.0 0.0 0.0 0.000
O 3.917270 5.279163 0.789991 0.0 0.0 0.0 0.000
C 2.983402 5.222802 1.765338 0.0 0.0 0.0 0.000
C 1.678616 4.959942 1.337586 0.0 0.0 0.0 0.000
C 0.652538 4.848184 2.248620 0.0 0.0 0.0 0.000
C 0.911546 5.010611 3.613262 0.1 0.0 -0.1 0.000
C 2.192218 5.344361 4.024835 0.0 0.0 0.0 0.000
C 3.239623 5.424227 3.117724 0.0 0.0 0.0 0.000
N -0.069349 4.959144 4.655018 -0.1 0.0 0.0 0.000
N -0.974842 4.115184 4.683589 0.0 0.0 0.1 0.000
C -1.034218 3.054666 3.729391 0.0 0.0 -0.1 0.001
C -2.148859 2.943891 2.942040 0.1 0.0 0.0 -0.001
C -2.205454 1.971557 1.927852 0.0 0.0 0.0 -0.004
C -1.165303 1.097029 1.766370 0.0 0.1 0.0 0.019
O -1.150937 0.203049 0.752881 0.1 -0.4 0.1 0.016
C -0.056163 1.096561 2.657484 0.0 0.0 0.0 -0.027
N 0.896840 0.153416 2.476331 -0.1 0.0 0.0 -0.008
C 1.916629 0.156340 3.294099 0.0 0.0 0.0 0.010
C 2.061633 1.072569 4.358166 0.0 0.0 0.0 0.000
C 1.108670 2.029921 4.542729 0.0 0.0 0.0 0.002
C 0.003211 2.082223 3.660576 0.0 0.0 0.1 0.002
H 5.813173 5.668438 0.240575 0.0 0.0 0.0 0.000
H 5.675771 4.871218 1.823780 0.0 0.0 0.0 0.000
H 5.270897 6.602463 1.651495 0.0 0.0 0.0 0.000
H 1.493658 4.857558 0.275918 0.0 0.0 0.0 0.000
H -0.350321 4.664017 1.891460 0.0 0.0 0.0 0.000
H 2.367379 5.524997 5.077803 0.0 0.0 0.0 0.000
H 4.232515 5.656421 3.472573 0.0 0.0 0.0 0.000
H -2.953315 3.657240 3.060864 0.0 0.0 0.0 0.000
H -3.050711 1.936035 1.253736 0.0 0.0 0.0 0.000
H 2.672491 -0.602389 3.122490 0.0 0.0 0.0 0.001
H 2.922378 1.007717 5.008721 0.0 0.0 0.0 0.000
H 1.182562 2.735744 5.358674 0.0 0.0 0.0 0.000
F 0.574430 -8.056124 1.180006 0.0 0.0 0.0 0.014
C 0.239612 -6.850612 1.595365 0.0 0.0 0.0 0.136
C 1.132197 -6.108724 2.359457 0.0 0.0 0.0 -0.028
F 2.321769 -6.616274 2.654260 0.0 0.0 0.0 -0.004
C 0.770942 -4.851594 2.793540 0.0 0.0 0.0 0.091
F 1.644429 -4.168957 3.518713 0.0 0.0 0.0 0.009
C -0.474254 -4.273892 2.470031 0.1 0.1 0.1 -0.049
S -0.878637 -2.713595 3.014944 0.0 0.0 0.0 0.777
C -1.341075 -5.060783 1.688875 0.0 0.0 0.0 0.078
F -2.539917 -4.591294 1.351731 0.0 0.0 0.0 0.010
C -1.003828 -6.326387 1.262405 0.0 0.1 0.0 -0.031
F -1.848631 -7.047769 0.533200 0.0 0.0 0.0 -0.004
C 2.888188 -3.408595 0.270215 0.0 0.0 0.0 -0.001
S 2.289193 -1.831262 -0.228306 -0.2 -0.2 -0.1 -0.008
O 2.867085 -0.820288 0.597420 0.1 -0.1 0.0 0.001
O 2.416330 -1.727755 -1.652629 0.1 0.0 0.0 0.001
O 0.748209 -1.962838 0.111138 0.1 0.4 0.0 -0.013
H 3.908924 -3.467662 -0.102970 0.0 0.0 0.0 0.000
H 2.276974 -4.179409 -0.194021 0.0 0.0 0.0 0.001
H 2.873991 -3.478895 1.354682 0.0 0.0 0.0 0.000
N -5.897704 -1.488634 3.200872 0.0 0.0 0.0 0.000
C -5.346945 -1.786272 2.238765 0.0 0.0 0.0 0.001
C -4.648734 -2.156593 1.039716 0.0 0.0 0.0 0.004
C -5.222466 -2.991257 0.087604 0.0 0.0 0.0 0.000
C -4.484842 -3.292447 -1.041742 0.0 0.0 0.0 0.000
C -3.216550 -2.761775 -1.179439 0.0 0.0 0.0 -0.001
N -2.655427 -1.964497 -0.258497 0.3 -0.1 0.1 0.005
C -3.367191 -1.668515 0.833197 0.0 -0.1 0.0 -0.007
H -6.218026 -3.386840 0.235878 0.0 0.0 0.0 0.000
H -4.882972 -3.928474 -1.818768 0.0 0.0 0.0 0.000
H -2.629247 -2.959582 -2.062844 0.0 0.0 0.0 0.000
H -2.909183 -1.024498 1.567009 0.0 0.0 0.0 0.001

2.
28
Properties=species:S:1:pos:R:3:forces:R:3:mulliken_spin:R:1 method="wB97M-V/def2-TZVPD" charge=+2 e_tot_ev=-30090.421 spin_multiplicity=3 gap_ev="8.779 / 4.660"
Ag 3.769658 -0.567168 -0.147830 -0.5 0.1 0.4 0.002
Ag 3.155887 3.529206 0.997467 0.3 -1.4 0.1 0.105
F 4.847127 2.420852 2.100258 -0.5 0.3 -0.3 0.820
F 2.671755 1.378560 0.331400 0.3 0.9 0.1 0.074
O -2.069199 1.301288 -4.469507 0.6 0.4 1.5 0.872
C -1.548800 1.058773 -3.350223 -1.4 -2.6 1.0 -0.023
O -2.226188 0.644631 -2.290231 -1.6 1.9 -3.0 0.050
C -1.411368 0.198217 -1.254455 2.5 -1.1 1.5 -0.007
C -0.096410 -0.180770 -1.940946 -0.6 0.3 0.4 0.023
C -0.094219 0.741137 -3.145456 1.0 -0.1 -1.1 0.074
H -1.750136 -0.772471 -0.892370 -1.0 0.7 0.4 0.003
H -1.289767 0.973085 -0.497553 -0.4 -0.1 0.0 -0.001
H -0.246373 -1.235284 -2.172479 0.7 0.1 -0.6 0.000
H 0.812955 -0.031925 -1.358696 -0.2 -0.1 0.2 0.010
H 0.259205 0.172420 -4.005546 0.2 0.6 -0.4 0.000
H 0.450700 1.673671 -2.998742 0.1 0.0 -0.2 -0.003
O 1.717778 -1.706763 0.661779 -2.7 0.5 1.4 0.001
C 0.700520 -1.445992 1.337333 0.2 -0.3 0.7 0.000
O -0.265829 -2.371737 1.685917 2.9 -0.1 -1.2 0.000
C -1.199258 -1.846986 2.612017 -1.4 0.9 -0.1 0.000
C -1.222416 -0.372388 2.220686 -1.1 0.5 0.3 -0.001
C 0.212430 -0.107077 2.039731 2.1 -0.8 -1.9 -0.001
H -0.916872 -1.912786 3.662738 0.5 -0.4 -0.1 0.000
H -2.105962 -2.436911 2.477924 0.0 0.3 -0.1 0.000
H -1.675631 0.354819 2.894387 -0.2 -0.5 0.3 0.000
H -1.642941 -0.159216 1.237916 -0.6 -0.6 0.2 0.000
H 0.806775 0.004051 2.946660 0.0 0.2 0.0 0.000
H 0.356578 0.696764 1.317819 0.6 0.2 0.4 0.000

3.
12
Properties=species:S:1:pos:R:3:forces:R:3:mulliken_spin:R:1 method="wB97M-V/def2-TZVPD" charge=+1 relative_energy_kj_mol=147.0 e_tot_ev=-40834.514 spin_multiplicity=6 gap_ev="7.337 / 7.172"
H -0.335500 2.487349 -1.895134 0.4 -0.1 0.7 0.000
O 0.752447 0.775555 -1.988078 -0.9 0.8 1.3 0.000
O 1.663877 -1.506177 0.385219 0.5 0.4 0.4 -0.002
C -0.254054 1.408225 -1.661905 0.1 -0.7 -2.9 0.001
C 0.921301 -1.173614 1.290928 -2.1 -0.1 -1.9 0.042
H -1.216239 0.873276 -1.524277 0.5 0.3 0.6 -0.002
Li 1.784310 -0.641940 -1.312805 0.0 -0.2 0.1 0.000
Mn -0.332629 -1.642965 3.000733 0.9 -0.5 0.7 4.888
O -1.391593 -0.654465 1.886762 -0.4 1.1 0.4 0.134
C -0.468201 -0.281981 0.907371 0.5 -0.6 0.1 -0.043
H -1.111099 -0.375030 0.003827 1.4 -0.5 -0.3 -0.010
H -0.012621 0.731766 0.907359 -0.7 0.2 0.6 -0.008

4.
17
Properties=species:S:1:pos:R:3:forces:R:3:lowdin_charge:R:1 method="wB97M-V/def2-TZVPD" smiles="C/C=C/O.C=NP" relative_energy_kj_mol=413.3 e_tot_ev=-17132.685 gap_ev=9.111
C 1.130372 0.700827 0.835623 -1.3 0.6 1.1 -0.186
C 1.067440 -1.561465 -0.006549 -0.9 -1.4 1.9 -0.152
C -1.318486 0.834561 -1.369264 -1.1 -0.5 -0.2 -0.113
C 1.249862 -0.142590 -0.202616 2.1 2.4 2.1 -0.248
N -1.165713 -0.063250 -0.549324 -0.3 -2.5 1.6 -0.441
O 1.104084 2.155112 0.773664 -0.4 -2.9 1.1 -0.045
P -2.127162 -0.813027 0.625429 -0.4 0.9 -0.5 0.795
H 0.699790 0.275827 1.847136 1.2 1.3 -2.0 0.128
H 1.814600 -2.199180 -0.376050 1.4 -0.7 -0.6 0.055
H 0.836454 -1.935600 1.055792 0.4 1.0 -1.4 0.108
H 0.202851 -1.728220 -0.591187 -1.0 -1.0 -0.6 0.028
H -0.439868 0.896924 -1.936817 0.8 1.5 -1.7 0.053
H -2.296000 1.243758 -1.485174 -0.5 1.3 -0.7 0.064
H 1.625803 2.378537 0.023492 0.7 0.4 -1.0 0.055
H 1.620534 0.231336 -1.157469 -0.3 -0.1 0.0 0.116
H -2.890256 0.370955 0.915788 0.0 -0.4 0.6 -0.100
H -1.114304 -0.644506 1.597530 -0.4 0.0 0.3 -0.120